## i
Molecular formula: C14H16O
Method: DFT, ωB97M-V/def2-TZVPD

The total charge is 0. As for the multiplicity: 1. The gap between HOMO and LUMO comes out at 0.32206 Eh. Its LUMO energy is 0.755 eV. As for the SMILES: Cc1ccc(O)cc1.Cc1ccccc1.

Each line ends with the Löwdin charge.
Element x y z (Å)
C  1.085  1.370  -0.771  -0.0632
C  1.731  0.300  -0.039  -0.3335
C  1.064  -0.371  0.960  -0.0460
C  1.474  -1.478  1.667  -0.0295
C  2.718  -1.956  1.406  -0.3537
O  3.334  -2.885  2.083  0.0642
C  3.548  -1.283  0.388  0.0532
C  3.026  -0.101  -0.295  -0.0159
H  0.734  2.327  -0.234  0.1145
H  0.237  1.030  -1.273  0.0254
H  1.868  1.674  -1.536  0.1026
H  0.086  0.044  1.285  0.1260
H  0.955  -1.947  2.359  0.0667
H  2.931  -3.083  2.966  0.1441
H  4.437  -1.670  0.141  0.0527
H  3.699  0.282  -1.050  0.1023
C  -3.309  -1.293  -0.185  -0.0709
C  -2.934  0.162  -0.513  -0.2672
C  -3.029  1.201  0.433  -0.0251
C  -2.453  2.469  -0.020  -0.0567
C  -1.829  2.506  -1.265  -0.1610
C  -1.933  1.550  -2.215  -0.1393
C  -2.526  0.358  -1.888  -0.0510
H  -3.986  -1.783  -0.872  0.0663
H  -3.778  -1.330  0.794  0.0574
H  -2.357  -1.901  -0.052  0.0966
H  -3.559  1.059  1.418  0.1195
H  -2.356  3.252  0.688  0.0839
H  -1.376  3.432  -1.458  0.0908
H  -1.419  1.565  -3.182  0.1195
H  -2.596  -0.472  -2.639  0.1272



## ii
Molecular formula: C14H16O
Method: DFT, ωB97M-V/def2-TZVPD

The total charge is 0. As for the multiplicity: 1. The gap between HOMO and LUMO comes out at 0.33884 Eh. Its LUMO energy is 0.840 eV. As for the SMILES: Cc1ccc(O)cc1.Cc1ccccc1.

Each line ends with the Löwdin charge.
Element x y z (Å)
C  -0.504  4.997  1.295  -0.0636
C  -0.065  3.571  1.461  -0.2866
C  0.074  2.689  0.405  -0.0420
C  0.535  1.390  0.616  -0.0186
C  0.908  0.974  1.885  -0.3156
O  1.029  -0.358  2.198  0.0316
C  0.885  1.877  2.949  -0.0116
C  0.433  3.168  2.701  -0.0493
H  0.149  5.564  0.627  0.0782
H  -0.576  5.510  2.253  0.0706
H  -1.478  5.123  0.801  0.0794
H  -0.094  3.000  -0.617  0.1121
H  0.420  0.619  -0.134  0.0867
H  1.395  -0.891  1.475  0.0742
H  1.444  1.733  3.859  0.1124
H  0.413  3.840  3.553  0.1095
C  -1.467  -2.201  -4.058  -0.0623
C  -0.823  -2.484  -2.745  -0.2796
C  0.116  -1.613  -2.191  -0.0414
C  0.670  -1.912  -0.950  -0.1200
C  0.267  -3.002  -0.190  -0.0858
C  -0.546  -3.955  -0.821  -0.0757
C  -1.095  -3.659  -2.056  -0.0596
H  -1.420  -3.063  -4.732  0.0808
H  -0.961  -1.458  -4.670  0.0731
H  -2.511  -1.883  -4.026  0.0831
H  0.347  -0.622  -2.547  0.1092
H  1.531  -1.367  -0.584  0.0942
H  0.316  -3.025  0.892  0.1029
H  -0.751  -4.874  -0.291  0.1010
H  -1.663  -4.424  -2.575  0.1127



## iii
Molecular formula: C14H16O
Method: DFT, ωB97M-V/def2-TZVPD

The total charge is 0. As for the multiplicity: 1. The gap between HOMO and LUMO comes out at 0.34041 Eh. Its LUMO energy is 0.839 eV. As for the SMILES: Cc1ccc(O)cc1.Cc1ccccc1.

Each line ends with the Löwdin charge.
Element x y z (Å)
C  1.041  1.733  -2.239  -0.0644
C  0.736  0.272  -2.194  -0.2858
C  0.801  -0.502  -1.054  -0.0549
C  0.503  -1.864  -1.078  -0.0297
C  0.052  -2.451  -2.242  -0.3279
O  -0.270  -3.780  -2.332  0.0365
C  -0.002  -1.700  -3.420  -0.0128
C  0.344  -0.367  -3.391  -0.0422
H  1.952  1.955  -2.795  0.0797
H  1.194  2.182  -1.261  0.0675
H  0.248  2.336  -2.692  0.0804
H  1.062  -0.062  -0.096  0.1062
H  0.563  -2.468  -0.179  0.1132
H  0.241  -4.290  -1.691  0.1052
H  -0.409  -2.105  -4.337  0.1155
H  0.394  0.292  -4.247  0.1115
C  -0.712  3.573  2.086  -0.0558
C  -0.470  2.104  2.330  -0.2788
C  -1.047  1.136  1.516  -0.0645
C  -1.029  -0.200  1.901  -0.1013
C  -0.350  -0.582  3.050  -0.0968
C  0.286  0.374  3.834  -0.0885
C  0.163  1.717  3.516  -0.0531
H  -0.684  3.802  1.019  0.0717
H  0.122  4.153  2.497  0.0752
H  -1.641  3.932  2.519  0.0816
H  -1.400  1.406  0.522  0.1149
H  -1.510  -0.963  1.310  0.0999
H  -0.331  -1.625  3.344  0.0988
H  0.905  0.058  4.649  0.0955
H  0.650  2.436  4.144  0.1030



Which is most stable, and by how much? iii, by 72.6 kJ/mol.



## i
Molecular formula: C3H4BrN
Method: DFT, ωB97M-V/def2-TZVPD

The total charge is 0. As for the multiplicity: 1. The gap between HOMO and LUMO (alpha / beta) comes out at 0.35503 / 0.18467 Eh. Its LUMO energy (alpha / beta) is -0.630 / -3.393 eV.

Each line ends with the Löwdin charge.
Element x y z (Å)
C  0.480  -1.155  0.124  -0.1727
C  0.846  0.905  0.110  -0.1598
C  -0.390  0.017  -0.003  -0.0751
N  1.516  -0.433  0.028  0.0294
Br  -4.057  0.154  0.083  -0.0586
H  0.546  -2.307  0.050  0.1425
H  1.082  1.607  -0.693  0.1052
H  0.975  1.233  1.210  0.1354
H  -0.996  -0.022  -0.909  0.0537



## ii
Molecular formula: C3H4BrN
Method: DFT, ωB97M-V/def2-TZVPD

The total charge is 0. As for the multiplicity: 1. The gap between HOMO and LUMO comes out at 0.38078 Eh. Its LUMO energy is 0.986 eV.

Each line ends with the Löwdin charge.
Element x y z (Å)
C  0.299  1.981  -0.533  -0.0532
C  0.265  -1.203  0.079  -0.1056
C  -0.916  -1.104  -0.530  -0.7194
N  0.905  2.236  0.421  0.0807
Br  -2.357  -0.290  0.246  0.6952
H  1.287  2.159  1.275  0.0220
H  1.055  -1.592  -0.490  0.0454
H  0.430  -0.894  1.054  0.0271
H  -0.968  -1.293  -1.522  0.0080



## iii
Molecular formula: C3H4BrN
Method: DFT, ωB97M-V/def2-TZVPD

The total charge is 0. As for the multiplicity: 1. The gap between HOMO and LUMO comes out at 0.42046 Eh. Its LUMO energy is 0.446 eV. As for the SMILES: C[C@@H](Br)C#N.

Each line ends with the Löwdin charge.
Element x y z (Å)
C  -0.866  0.558  0.244  -0.1246
C  0.489  0.147  -0.280  -0.7698
Br  2.127  1.077  0.252  0.6929
C  0.626  -1.334  -0.161  -0.2878
N  0.744  -2.462  -0.095  0.1606
H  -0.764  0.423  1.298  0.0621
H  -1.604  -0.271  0.032  0.1129
H  -1.104  1.623  0.003  0.1015
H  0.352  0.239  -1.293  0.0522



Which is most stable, and by how much? iii, by 158.0 kJ/mol.